1.
85
Properties=species:S:1:pos:R:3:forces:R:3 method="wB97M-V/def2-TZVPD" spin_multiplicity=4 max_force_ha_per_bohr=0.0089 energy_ha=-3770.49301 total_charge=0 de_lowest_kj_mol=312.4 gap_ha="0.268 / 0.222"
Cr -0.568 -0.456 -1.411 0.39 0.03 -0.24
N -3.381 -3.518 0.693 0.02 -0.06 -0.05
C -2.620 -2.555 0.077 -0.17 -0.04 0.07
S -0.907 -2.791 0.492 0.04 0.01 0.03
N -3.263 -1.743 -0.686 0.19 0.02 -0.07
N -2.552 -0.883 -1.527 -0.15 -0.01 0.08
C -3.322 -0.329 -2.399 0.10 0.10 -0.05
C -2.910 0.600 -3.435 -0.07 -0.11 0.12
C -3.937 1.314 -4.074 0.02 0.04 -0.05
C -3.682 2.208 -5.089 0.00 -0.04 0.04
C -2.359 2.379 -5.506 0.00 0.03 -0.04
C -1.333 1.677 -4.917 -0.01 -0.03 0.02
C -1.565 0.769 -3.861 0.02 0.04 -0.03
O -0.558 0.124 -3.336 -0.10 0.02 0.01
H -3.057 -3.882 1.571 0.00 0.02 0.01
H -4.375 -3.457 0.542 -0.01 0.01 0.01
H -4.379 -0.583 -2.349 -0.01 0.00 0.00
H -4.957 1.150 -3.743 0.00 0.00 0.00
H -4.487 2.757 -5.558 0.00 0.00 0.00
H -2.135 3.071 -6.310 0.00 0.00 0.00
H -0.309 1.800 -5.247 0.00 0.00 0.00
N -0.066 -2.378 -2.485 -0.02 0.10 0.10
C 1.118 -3.117 -2.153 0.02 -0.06 0.00
C 1.235 -4.467 -2.457 0.02 0.04 -0.01
C 2.390 -5.157 -2.125 0.00 -0.01 0.00
C 3.443 -4.499 -1.504 -0.01 -0.02 -0.01
C 3.320 -3.155 -1.189 0.01 0.02 0.02
C 2.152 -2.459 -1.484 -0.06 -0.07 -0.02
P 1.791 -0.750 -0.973 -0.14 0.17 0.04
C 1.189 -0.851 0.757 -0.01 -0.11 0.07
C 1.202 0.566 1.338 0.03 0.06 -0.02
C 0.097 0.756 2.055 -0.01 -0.02 0.00
C -0.434 -1.428 3.138 -0.05 -0.06 0.08
C 0.947 -2.052 2.905 0.04 0.00 -0.02
C 1.692 -1.818 1.825 -0.01 0.00 0.00
C 3.433 0.038 -0.939 0.04 -0.06 0.01
C 4.294 -0.014 0.156 0.00 0.00 0.02
C 5.533 0.609 0.110 -0.01 0.01 -0.02
C 5.927 1.286 -1.037 0.01 0.00 0.02
C 5.077 1.345 -2.132 0.01 0.00 0.00
C 3.835 0.731 -2.079 0.01 0.02 -0.02
H -0.849 -3.005 -2.637 -0.03 0.03 0.02
H 0.053 -1.811 -3.327 0.00 -0.08 -0.05
H 0.420 -4.972 -2.961 0.00 -0.01 0.00
H 2.472 -6.209 -2.364 0.01 0.00 0.00
H 4.352 -5.033 -1.260 0.00 0.00 0.00
H 4.139 -2.640 -0.699 0.00 0.00 0.00
H 2.032 1.251 1.219 0.01 -0.01 0.00
H -0.125 1.622 2.663 -0.01 -0.01 0.01
H -1.154 -2.253 3.128 0.01 0.00 -0.02
H 1.305 -2.738 3.667 -0.01 0.00 0.01
H 2.643 -2.326 1.702 0.00 0.00 -0.01
H 3.996 -0.535 1.058 -0.01 0.00 0.00
H 6.190 0.566 0.969 0.00 0.00 0.00
H 6.894 1.770 -1.073 0.00 0.00 0.00
H 5.379 1.877 -3.025 0.00 0.00 0.00
H 3.165 0.793 -2.930 -0.01 -0.01 0.01
C -2.083 5.615 -0.093 -0.01 0.03 0.02
C -1.704 4.191 -0.373 -0.04 0.02 0.03
C -0.673 3.878 -1.255 0.04 -0.01 -0.03
C -0.350 2.559 -1.491 0.00 -0.01 0.01
N -0.992 1.539 -0.910 -0.18 -0.14 -0.01
C -1.985 1.829 -0.067 0.04 0.08 0.01
C -2.363 3.128 0.228 0.02 -0.06 -0.02
H -1.238 6.170 0.317 0.01 -0.01 0.00
H -2.905 5.672 0.619 0.00 0.00 0.00
H -2.391 6.121 -1.010 0.00 -0.01 -0.01
H -0.120 4.658 -1.761 -0.01 0.01 0.00
H 0.443 2.279 -2.174 0.00 0.02 0.00
H -2.481 0.982 0.391 -0.01 0.00 -0.01
H -3.175 3.297 0.923 0.00 0.02 0.00
N -1.163 1.831 9.158 0.00 0.00 0.00
C -1.030 1.283 8.157 0.01 -0.01 -0.02
C -0.868 0.595 6.904 -0.06 0.03 0.07
C 0.396 0.467 6.338 0.03 -0.01 -0.03
C 0.545 -0.198 5.131 -0.01 0.01 0.02
C -0.556 -0.742 4.479 -0.02 0.00 -0.04
C -1.817 -0.604 5.057 0.02 0.02 0.02
C -1.981 0.058 6.259 0.02 -0.03 -0.05
C -0.708 -0.482 1.973 0.00 0.04 0.02
C -0.374 -1.059 0.642 0.02 -0.02 -0.04
H 1.254 0.889 6.844 0.00 0.00 0.00
H 1.526 -0.291 4.682 0.01 0.00 0.01
H -2.680 -1.019 4.549 0.00 0.00 0.00
H -2.963 0.159 6.703 0.01 0.01 0.02

---

2.
84
Properties=species:S:1:pos:R:3:forces:R:3 method="wB97M-V/def2-TZVPD" spin_multiplicity=5 max_force_ha_per_bohr=0.0732 energy_ha=-3426.79990 total_charge=+1 de_lowest_kj_mol=116.4 gap_ha="0.273 / 0.265"
Mn -1.627 -0.144 -1.798 0.80 -1.23 -1.40
C 8.623 0.233 7.408 1.69 -0.73 -2.30
O 7.591 1.165 7.167 0.15 0.24 -0.23
C 6.841 0.922 6.061 -0.41 0.39 0.25
C 6.249 1.976 5.392 -0.90 1.00 -1.10
C 5.295 1.720 4.359 1.66 1.12 1.72
C 5.002 0.415 3.985 -0.24 0.16 0.54
C 5.573 -0.642 4.671 0.85 0.98 0.72
C 6.512 -0.349 5.665 -0.94 -1.72 -0.36
C 4.003 0.182 2.990 -2.29 1.15 -2.76
N 3.765 0.987 1.950 0.95 -0.83 0.66
C 2.674 0.441 1.322 1.25 2.13 -1.46
C 2.156 -0.588 1.952 -1.20 -2.22 0.84
N 3.040 -0.821 3.007 -0.56 -0.62 2.78
C 0.919 -1.231 1.464 1.73 1.13 0.34
C 0.294 -2.262 2.103 -0.10 -1.36 1.45
C -0.931 -2.745 1.676 -0.13 0.56 -0.99
C -1.485 -2.173 0.521 0.14 0.43 0.11
N -0.859 -1.136 -0.072 -1.45 -0.64 -0.76
C 0.312 -0.682 0.324 0.93 0.26 0.87
C 0.946 0.434 -0.394 -0.79 -1.25 0.36
N 0.315 0.873 -1.479 0.41 1.19 -1.08
C 0.873 1.938 -2.119 -0.32 -1.79 0.90
C 1.995 2.530 -1.610 0.30 0.97 -0.37
C 2.616 2.080 -0.480 2.84 1.07 -0.27
C 2.142 0.933 0.088 -0.40 0.62 1.16
H 9.474 0.717 7.882 -0.40 0.25 0.52
H 9.084 -0.066 6.381 -0.87 0.12 1.61
H 8.327 -0.672 7.945 -0.16 0.25 0.03
H 6.503 3.027 5.664 -0.35 -1.03 -0.14
H 4.800 2.621 3.995 -0.01 -0.61 -0.48
H 5.251 -1.650 4.483 0.21 -0.30 -0.12
H 6.856 -1.189 6.225 0.46 -0.37 0.32
H 2.716 -1.039 3.985 0.39 -0.31 -1.62
H 0.821 -2.697 2.975 -0.65 0.19 -0.52
H -1.472 -3.513 2.185 -0.01 -0.41 0.21
H -2.428 -2.502 0.027 0.87 0.24 0.61
H 0.533 2.260 -3.080 -0.82 -0.06 -0.29
H 2.375 3.369 -2.148 0.31 0.45 -0.18
H 3.614 2.541 -0.130 -1.95 -0.74 -0.38
C -0.624 0.583 -5.917 0.63 0.46 -0.80
C -1.174 1.840 -6.070 -0.84 -0.07 1.38
C -2.009 2.345 -5.063 0.27 1.16 -1.45
C -2.147 1.669 -3.896 -0.31 -1.41 0.95
C -1.544 0.392 -3.772 -0.40 0.78 2.25
C -0.743 -0.126 -4.741 -0.28 -0.99 -0.46
C -2.772 2.278 -2.702 0.06 -0.93 0.25
C -3.526 3.455 -2.752 0.88 0.08 2.09
C -3.736 4.129 -1.577 -0.63 -0.11 -0.70
C -3.395 3.559 -0.301 0.15 1.49 -1.40
C -3.592 4.320 0.874 0.63 -1.51 0.06
C -3.210 3.715 2.061 -1.54 1.82 0.02
C -2.703 2.427 2.062 0.61 -0.35 -0.44
C -2.438 1.720 0.915 0.71 -0.48 0.08
C -2.744 2.314 -0.327 -0.80 -0.62 -0.38
N -2.497 1.679 -1.542 -0.10 0.98 0.64
H -0.058 0.135 -6.715 0.31 0.11 -0.25
H -0.941 2.510 -6.848 0.11 0.19 -1.30
H -2.517 3.309 -5.213 0.49 -0.35 0.05
H -0.262 -1.110 -4.684 -0.33 0.41 0.27
H -3.777 3.874 -3.668 -0.47 0.68 -1.39
H -4.212 5.113 -1.717 0.19 -0.48 0.76
H -4.012 5.307 0.744 -0.05 0.03 0.44
H -3.444 4.250 2.992 0.46 -0.41 -0.32
H -2.408 1.991 2.984 0.05 -0.32 0.74
H -1.899 0.751 1.025 -0.72 0.83 -0.40
N -7.675 3.090 0.387 -0.89 1.38 0.26
C -7.085 2.108 0.321 1.05 -1.51 -0.20
H -8.236 3.888 0.581 -0.11 0.15 -0.06
C -3.071 -4.853 -4.974 0.42 -1.53 0.02
Si -2.812 -4.820 -3.130 -0.71 -0.27 -0.01
C -4.357 -5.326 -2.133 0.70 -0.08 0.22
C -1.547 -6.174 -2.737 -0.37 0.20 0.74
C -2.548 -3.046 -2.739 0.65 -0.98 0.02
C -2.100 -1.943 -2.516 -0.02 1.31 0.42
H -3.487 -5.851 -5.248 0.58 0.43 0.02
H -2.094 -4.690 -5.470 -0.57 -0.15 0.08
H -3.793 -4.167 -5.338 -0.54 0.98 -0.25
H -4.598 -6.361 -2.374 0.01 -0.16 0.17
H -5.224 -4.746 -2.422 -0.14 0.33 0.04
H -4.200 -5.236 -1.028 -0.13 -0.07 -0.89
H -2.175 -7.049 -2.965 0.24 -0.03 0.25
H -1.299 -6.186 -1.663 -0.28 -0.13 -0.22
H -0.605 -6.329 -3.246 0.08 0.45 -0.47